{
  "formula": "C33H26BrClINO3PPd",
  "method": "ωB97M-V with the def2-TZVPD basis set",
  "symbols": ["Pd", "C", "C", "C", "C", "C", "C", "P", "C", "C", "C", "C", "C", "C", "C", "C", "C", "C", "C", "C", "H", "H", "H", "H", "H", "H", "H", "H", "H", "H", "H", "H", "H", "H", "Br", "C", "C", "C", "C", "C", "C", "H", "H", "H", "H", "Cl", "C", "C", "C", "C", "C", "C", "C", "O", "O", "H", "H", "H", "H", "N", "C", "O", "C", "I", "H", "H", "H", "H"],
  "coordinates": [[0.75249, -0.20953, -0.18925], [-6.36623, 3.79520, 0.69525], [-5.56287, 3.84909, 1.82374], [-4.25759, 3.37363, 1.77977], [-3.72944, 2.84296, 0.60617], [-4.54620, 2.80951, -0.52662], [-5.85188, 3.26929, -0.48393], [-2.01139, 2.21283, 0.37599], [-1.25993, 2.61501, 2.00018], [-0.74415, 1.63906, 2.84911], [-0.05523, 1.99675, 4.00237], [0.13144, 3.33304, 4.32166], [-0.37303, 4.31543, 3.47731], [-1.05188, 3.95681, 2.32457], [-2.26002, 0.39670, 0.50825], [-3.46388, -0.09053, 1.03119], [-3.73619, -1.44621, 1.08925], [-2.79046, -2.33025, 0.59041], [-1.58346, -1.84976, 0.10802], [-1.24657, -0.48379, 0.07462], [-7.38452, 4.16208, 0.73108], [-5.95387, 4.25510, 2.74913], [-3.64796, 3.40990, 2.67469], [-4.14529, 2.40946, -1.45180], [-6.46788, 3.22696, -1.37388], [-0.86822, 0.59426, 2.59344], [0.34032, 1.22441, 4.65145], [0.67647, 3.61053, 5.21560], [-0.21773, 5.36242, 3.70810], [-1.41433, 4.72864, 1.65347], [-4.20653, 0.60380, 1.40385], [-4.67191, -1.80032, 1.50522], [-2.98288, -3.39784, 0.58866], [-0.87148, -2.57167, -0.27431], [1.40736, 6.05993, -2.25372], [1.12625, 4.27775, -1.62183], [1.46110, 3.95977, -0.32057], [1.25217, 2.66004, 0.12865], [0.68421, 1.68605, -0.68984], [0.38811, 2.04232, -2.00784], [0.60266, 3.32707, -2.48192], [1.88373, 4.70890, 0.33655], [1.52737, 2.41856, 1.14969], [-0.03538, 1.30311, -2.67658], [0.36649, 3.58723, -3.50552], [9.28198, -0.98319, -1.94342], [7.56702, -0.76642, -1.68295], [7.13189, -0.16782, -0.51247], [5.76946, -0.00280, -0.31304], [4.85547, -0.41930, -1.27283], [5.31795, -1.01091, -2.44084], [6.67619, -1.19468, -2.65277], [3.36645, -0.27353, -1.04509], [2.59279, -0.47187, -1.98677], [3.00818, 0.03209, 0.13597], [7.85073, 0.15527, 0.22827], [5.39185, 0.44567, 0.59598], [4.58974, -1.32885, -3.17502], [7.04470, -1.66401, -3.55478], [2.04194, -1.74494, 2.31596], [1.90050, -2.60976, 1.28891], [1.30941, -2.35296, 0.24428], [2.47327, -3.97710, 1.48428], [4.56251, -3.89260, 0.90512], [1.91004, -0.77545, 2.03973], [2.80780, -1.90554, 2.94990], [2.03581, -4.69099, 0.80113], [2.51345, -4.30964, 2.51381]],
  "nbo_charge": [0.6192, -0.2316, -0.2051, -0.2291, -0.3044, -0.1975, -0.2167, 0.8704, -0.3040, -0.2357, -0.1678, -0.2484, -0.2122, -0.2160, -0.2990, -0.2532, -0.2426, -0.2272, -0.2701, -0.2139, 0.2026, 0.2022, 0.2217, 0.2171, 0.2052, 0.2335, 0.1957, 0.2021, 0.2044, 0.2181, 0.2093, 0.1963, 0.1944, 0.2142, -0.0150, -0.0960, -0.2542, -0.2573, -0.1255, -0.1816, -0.2739, 0.2132, 0.2140, 0.2089, 0.2121, -0.0372, -0.0365, -0.2446, -0.1944, -0.0610, -0.1762, -0.2557, 0.7393, -0.7043, -0.7931, 0.2165, 0.2370, 0.2400, 0.2181, -0.7985, 0.6607, -0.6091, -0.5748, 0.0898, 0.4363, 0.3887, 0.2519, 0.2306],
  "homo_ev": -4.8,
  "relative_energy_ev": 0.963,
  "lumo_ev": 1.86,
  "total_charge": -1,
  "gap_ev": 6.616
}



{
  "formula": "C3H11N3O2",
  "method": "ωB97M-V with the def2-TZVPD basis set",
  "symbols": ["C", "C", "N", "O", "H", "H", "H", "H", "H", "H", "H", "C", "N", "N", "O", "H", "H", "H", "H"],
  "coordinates": [[1.04274, -1.79525, 0.30278], [0.77282, 1.65280, 1.01898], [0.68432, 0.57072, 0.04957], [1.60920, -2.54106, -0.63372], [0.90796, -2.79195, -1.25892], [1.27807, 0.71655, -0.76037], [0.15370, -2.10461, 0.83525], [1.78940, -1.35122, 0.94562], [0.23606, 1.38379, 1.92798], [1.82073, 1.80422, 1.28738], [0.34962, 2.57906, 0.61323], [-0.63632, 0.07327, -0.42616], [-1.21111, 1.10077, -1.32302], [-1.50459, -0.09856, 0.74522], [-0.38166, -1.10828, -1.01888], [-2.21937, -0.77018, 0.49259], [-1.95547, 0.77265, 1.00246], [-2.10767, 0.74906, -1.64539], [-0.62842, 1.15822, -2.15460]],
  "nbo_charge": [0.3207, -0.4249, -0.6400, -0.6503, 0.5139, 0.3670, 0.1872, 0.1777, 0.2061, 0.1986, 0.1879, 0.6574, -0.8721, -0.8919, -0.7861, 0.3713, 0.3654, 0.3570, 0.3552],
  "homo_ev": -8.5,
  "relative_energy_ev": 3.664,
  "lumo_ev": 0.59,
  "gap_ev": 9.113
}



{
  "formula": "C7H8S",
  "method": "ωB97M-V with the def2-TZVPD basis set",
  "symbols": ["C", "C", "C", "C", "C", "C", "C", "S", "H", "H", "H", "H", "H", "H", "H", "H"],
  "coordinates": [[-2.16848, 0.54297, 0.17179], [-2.33936, -0.77377, 0.55865], [-3.48725, 0.06188, 0.13984], [-1.09688, 1.40717, -0.25060], [0.22290, 0.83592, 0.51055], [0.10140, -0.56359, 0.79138], [0.57504, -1.54051, -0.26154], [-5.07376, -0.17862, -0.05076], [-1.07672, 1.47589, -1.34648], [-1.14502, 2.42811, 0.10224], [1.03397, 1.10738, -0.11806], [0.38913, 1.53158, 1.46796], [0.07128, -0.88744, 1.74206], [1.62710, -1.76513, -0.14561], [0.58089, -1.18974, -1.33453], [-0.02353, -2.35128, -0.29857]],
  "nbo_charge": [-0.0522, -0.0097, -0.2653, -0.4694, -0.4350, -0.0775, -0.6680, 0.2629, 0.2447, 0.2401, 0.2113, 0.2034, 0.1779, 0.2174, 0.1978, 0.2216],
  "s_squared": 2.0094,
  "homo_ev": [-6.8, -9.4],
  "relative_energy_ev": 2.168,
  "spin_multiplicity": 3,
  "lumo_ev": [0.84, -2.42],
  "gap_ev": [7.684, 6.940]
}



{
  "formula": "C3H8NOS",
  "method": "ωB97M-V with the def2-TZVPD basis set",
  "symbols": ["C", "C", "C", "N", "O", "S", "H", "H", "H", "H", "H", "H", "H", "H"],
  "coordinates": [[0.05671, 0.83575, 0.71999], [1.27854, 1.15668, -0.15809], [0.20146, -0.63370, 0.42794], [-0.54454, -1.61086, 0.83112], [-1.14597, -0.32246, -1.34499], [1.67736, -0.64961, -0.36068], [0.42176, 1.06194, 1.68982], [-0.77279, 1.41987, 0.63737], [1.19019, 1.52645, -1.09030], [2.19486, 1.66298, 0.41782], [-1.43226, 0.59973, -1.47481], [-1.44677, -1.56979, 1.25841], [-0.45871, -2.62212, 0.59255], [-1.21984, -0.85486, -2.14616]],
  "nbo_charge": [-0.4918, -0.4246, 0.2651, -0.6972, -0.9659, 0.4404, 0.2701, 0.2529, 0.2235, 0.2523, 0.5005, 0.4313, 0.4319, 0.5115],
  "homo_ev": -14.3,
  "relative_energy_ev": 0.847,
  "lumo_ev": -3.79,
  "total_charge": 1,
  "gap_ev": 10.537
}



Please write out number 4 again, unchanged.
{
  "formula": "C3H8NOS",
  "method": "ωB97M-V with the def2-TZVPD basis set",
  "symbols": ["C", "C", "C", "N", "O", "S", "H", "H", "H", "H", "H", "H", "H", "H"],
  "coordinates": [[0.05671, 0.83575, 0.71999], [1.27854, 1.15668, -0.15809], [0.20146, -0.63370, 0.42794], [-0.54454, -1.61086, 0.83112], [-1.14597, -0.32246, -1.34499], [1.67736, -0.64961, -0.36068], [0.42176, 1.06194, 1.68982], [-0.77279, 1.41987, 0.63737], [1.19019, 1.52645, -1.09030], [2.19486, 1.66298, 0.41782], [-1.43226, 0.59973, -1.47481], [-1.44677, -1.56979, 1.25841], [-0.45871, -2.62212, 0.59255], [-1.21984, -0.85486, -2.14616]],
  "nbo_charge": [-0.4918, -0.4246, 0.2651, -0.6972, -0.9659, 0.4404, 0.2701, 0.2529, 0.2235, 0.2523, 0.5005, 0.4313, 0.4319, 0.5115],
  "homo_ev": -14.3,
  "relative_energy_ev": 0.847,
  "lumo_ev": -3.79,
  "total_charge": 1,
  "gap_ev": 10.537
}